No. 1
Below is a 4-piece molecular cluster, C41H67FN4O7S overall in a non-equilibrium geometry, with properties calculated with ωB97M-V with the def2-TZVPD basis set.

Bonds (Å) are listed after each position.
Positions of all 121 atoms, in Å:
1 C 8.236 -1.234 -0.657  C2 1.600, H40 1.129, H41 1.120, H42 1.120
2 C 7.177 -0.417 0.222  C1 1.600, O3 1.432, H43 1.131, H44 1.121
3 O 5.932 -0.207 -0.456  C2 1.432, C4 1.437
4 C 5.755 1.146 -0.907  O3 1.437, C5 1.594, H45 1.121, H46 1.125
5 C 4.460 1.736 -0.189  C4 1.594, O6 1.430, H47 1.129, H48 1.121
6 O 3.317 1.734 -1.048  C5 1.430, C7 1.421
7 C 2.139 1.257 -0.411  O6 1.421, C8 1.616, C27 1.610, H49 1.136
8 C 1.077 0.592 -1.432  C7 1.616, C9 1.572, C12 1.577, O24 1.460
9 C 1.172 -0.934 -1.064  C8 1.572, C10 1.596, H50 1.130, H51 1.130
10 C 2.605 -1.542 -1.415  C9 1.596, F11 1.427, H52 1.121, H53 1.125
11 F 2.499 -2.523 -2.447  C10 1.427
12 C 1.239 0.923 -2.965  C8 1.577, C13 1.577, H54 1.128, H55 1.133
13 C 0.411 -0.002 -3.938  C12 1.577, C14 1.584, H56 1.132, H57 1.129
14 C -1.120 0.383 -4.068  C13 1.584, N15 1.479, H58 1.135, H59 1.127
15 N -1.887 -0.203 -2.946  C14 1.479, C16 1.469, H60 1.017
16 C -2.878 -1.196 -3.380  N15 1.469, C17 1.560, H61 1.120, H62 1.142
17 C -3.580 -1.971 -2.223  C16 1.560, C18 1.488, C22 1.461
18 C -4.329 -3.201 -2.598  C17 1.488, C19 1.472, H63 1.121
19 C -5.060 -3.984 -1.588  C18 1.472, C20 1.479, H64 1.121
20 C -5.073 -3.598 -0.159  C19 1.479, C21 1.459, H65 1.112
21 C -4.341 -2.391 0.205  C20 1.459, C22 1.482, H66 1.112
22 C -3.609 -1.599 -0.811  C17 1.461, C21 1.482, O23 1.389
23 O -2.973 -0.448 -0.364  C22 1.389, H67 0.978
24 O -0.149 1.308 -1.093  C8 1.460, C25 1.417
25 C 0.214 2.616 -0.685  O24 1.417, O26 1.191, C27 1.593
26 O -0.197 3.666 -1.070  C25 1.191
27 C 1.270 2.293 0.462  C7 1.610, C25 1.593, C28 1.580, C32 1.592
28 C 1.988 3.598 0.992  C27 1.580, C29 1.578, H68 1.120, H69 1.133
29 C 2.940 3.382 2.231  C28 1.578, C30 1.580, H70 1.128, H71 1.130
30 C 2.279 3.624 3.645  C29 1.580, S31 1.847, H72 1.131, H73 1.123
31 S 1.342 5.208 3.793  C30 1.847, H74 1.384
32 C 0.448 1.603 1.639  C27 1.592, C33 1.583, H75 1.133, H76 1.131
33 C -0.681 2.532 2.243  C32 1.583, C34 1.611, H77 1.117, H78 1.132
34 C -2.118 2.294 1.554  C33 1.611, C35 1.599, H79 1.124, H80 1.122
35 C -2.773 3.662 1.047  C34 1.599, O36 1.446, H81 1.121, H82 1.129
36 O -3.343 3.428 -0.260  C35 1.446, C37 1.392
37 C -4.615 2.865 -0.208  O36 1.392, C38 1.570, O39 1.208
38 C -5.809 3.428 0.642  C37 1.570, H83 1.121, H84 1.119, H85 1.125
39 O -4.840 1.898 -0.895  C37 1.208
40 H 8.669 -2.061 -0.022  C1 1.129
41 H 7.757 -1.721 -1.544  C1 1.120
42 H 9.094 -0.562 -0.915  C1 1.120
43 H 6.950 -1.089 1.103  C2 1.131
44 H 7.640 0.509 0.651  C2 1.121
45 H 6.618 1.828 -0.691  C4 1.121
46 H 5.625 1.123 -2.024  C4 1.125
47 H 4.699 2.798 0.111  C5 1.129
48 H 4.343 1.148 0.757  C5 1.121
49 H 2.360 0.467 0.374  C7 1.136
50 H 0.440 -1.589 -1.623  C9 1.130
51 H 0.929 -1.101 0.027  C9 1.130
52 H 3.330 -0.752 -1.740  C10 1.121
53 H 2.957 -2.088 -0.497  C10 1.125
54 H 0.960 1.991 -3.194  C12 1.128
55 H 2.332 0.814 -3.244  C12 1.133
56 H 0.857 0.091 -4.974  C13 1.132
57 H 0.442 -1.098 -3.667  C13 1.129
58 H -1.201 1.511 -3.971  C14 1.135
59 H -1.569 0.137 -5.072  C14 1.127
60 H -1.251 -0.614 -2.266  N15 1.017
61 H -3.644 -0.749 -4.064  C16 1.120
62 H -2.316 -1.980 -3.992  C16 1.142
63 H -4.359 -3.544 -3.665  C18 1.121
64 H -5.640 -4.908 -1.846  C19 1.121
65 H -5.598 -4.164 0.641  C20 1.112
66 H -4.310 -2.038 1.260  C21 1.112
67 H -2.652 -0.604 0.547  O23 0.978
68 H 1.217 4.398 1.133  C28 1.120
69 H 2.645 3.955 0.141  C28 1.133
70 H 3.805 4.100 2.148  C29 1.128
71 H 3.396 2.349 2.268  C29 1.130
72 H 3.129 3.686 4.390  C30 1.131
73 H 1.632 2.780 4.007  C30 1.123
74 H 0.342 4.880 4.691  S31 1.384
75 H 1.178 1.344 2.465  C32 1.133
76 H 0.018 0.608 1.316  C32 1.131
77 H -0.450 3.624 2.197  C33 1.117
78 H -0.817 2.188 3.313  C33 1.132
79 H -2.812 1.694 2.204  C34 1.124
80 H -1.919 1.692 0.627  C34 1.122
81 H -3.504 4.079 1.787  C35 1.121
82 H -1.921 4.385 0.885  C35 1.129
83 H -6.112 4.414 0.205  C38 1.121
84 H -5.517 3.471 1.722  C38 1.119
85 H -6.709 2.757 0.564  C38 1.125
86 C 1.405 5.985 -1.988  C87 1.524, H91 1.093, H92 1.089, H93 1.094
87 C 1.136 6.869 -3.200  C86 1.524, C88 1.531, H94 1.093, H95 1.093
88 C 2.358 7.682 -3.634  C87 1.531, C89 1.465, H96 1.093, H97 1.093
89 C 2.780 8.640 -2.608  C88 1.465, N90 1.149
90 N 3.113 9.383 -1.798  C89 1.149
91 H 1.671 6.581 -1.111  C86 1.093
92 H 0.517 5.406 -1.738  C86 1.089
93 H 2.222 5.285 -2.188  C86 1.094
94 H 0.299 7.536 -2.980  C87 1.093
95 H 0.827 6.233 -4.035  C87 1.093
96 H 2.117 8.228 -4.550  C88 1.093
97 H 3.187 7.012 -3.874  C88 1.093
98 C -0.409 -5.289 0.309  C99 1.524, H103 1.093, H104 1.091, H105 1.092
99 C 0.369 -4.906 1.562  C98 1.524, C100 1.530, H106 1.094, H107 1.093
100 C -0.534 -4.651 2.771  C99 1.530, C101 1.464, H108 1.093, H109 1.092
101 C -1.424 -3.507 2.565  C100 1.464, N102 1.148
102 N -2.130 -2.618 2.392  C101 1.148
103 H -1.079 -4.485 -0.008  C98 1.093
104 H 0.279 -5.491 -0.515  C98 1.091
105 H -1.007 -6.186 0.480  C98 1.092
106 H 0.979 -4.023 1.354  C99 1.094
107 H 1.058 -5.718 1.809  C99 1.093
108 H 0.091 -4.462 3.648  C100 1.093
109 H -1.125 -5.544 2.988  C100 1.092
110 C -5.141 -8.176 3.453  C111 1.524, H115 1.092, H116 1.091, H117 1.093
111 C -3.856 -8.297 4.263  C110 1.524, C112 1.530, H118 1.093, H119 1.093
112 C -2.706 -7.467 3.688  C111 1.530, C113 1.466, H120 1.094, H121 1.093
113 C -2.306 -7.923 2.353  C112 1.466, N114 1.149
114 N -2.004 -8.282 1.304  C113 1.149
115 H -5.008 -8.549 2.435  C110 1.092
116 H -5.937 -8.760 3.918  C110 1.091
117 H -5.471 -7.136 3.396  C110 1.093
118 H -3.566 -9.349 4.326  C111 1.093
119 H -4.052 -7.959 5.284  C111 1.093
120 H -1.847 -7.538 4.360  C112 1.094
121 H -2.991 -6.412 3.648  C112 1.093

## Properties
- Strongest force on any atom: 0.065 Eh/bohr
- Energy relative to the best compared isomer or geometry (same formula, charge and spin): 90.3 kcal per mole
- Structure (SMILES): CCOCCO[C@@H]1[C@](CCF)(CCCNCc2ccccc2O)OC(=O)[C@@]1(CCCS)CCCCOC(C)=O.CCCC#N.CCCC#N.CCCC#N
- Orbital gap: 7.9420 eV
- Lowest unoccupied orbital energy: 0.0083 Ha
- Molecular weight: 779.07 g/mol
- HOMO: -7.7155 eV
- Multiplicity: 1



No. 2
Below is a 13-piece molecular cluster, C41H68F12N2O29 overall in a non-equilibrium geometry, with properties calculated with ωB97M-V with the def2-TZVPD basis set.

Bonds (Å) are listed after each position.
Positions of all 152 atoms, in Å:
1 C -4.072 3.133 -1.564  C2 1.533, H10 1.090, H11 1.092, H12 1.086
2 C -4.250 2.132 -0.416  C1 1.533, O3 1.425, H13 1.092, H14 1.091
3 O -4.660 0.865 -0.924  C2 1.425, C4 1.339
4 C -4.222 -0.222 -0.275  O3 1.339, O5 1.195, C6 1.552
5 O -3.823 -0.248 0.851  C4 1.195
6 C -4.459 -1.543 -1.055  C4 1.552, F7 1.366, F8 1.349, F9 1.331
7 F -5.506 -2.117 -0.392  C6 1.366
8 F -4.860 -1.357 -2.329  C6 1.349
9 F -3.385 -2.329 -1.045  C6 1.331
10 H -3.147 2.914 -2.098  C1 1.090
11 H -3.917 4.079 -1.040  C1 1.092
12 H -4.901 3.170 -2.264  C1 1.086
13 H -5.040 2.487 0.249  C2 1.092
14 H -3.332 2.091 0.173  C2 1.091
15 C -1.594 -0.125 7.301  C16 1.527, H24 1.097, H25 1.090, H26 1.086
16 C -1.661 -1.614 6.970  C15 1.527, O17 1.460, H27 1.088, H28 1.083
17 O -1.504 -1.632 5.518  C16 1.460, C18 1.325
18 C -0.738 -2.575 4.989  O17 1.325, O19 1.191, C20 1.549
19 O -0.244 -3.466 5.608  C18 1.191
20 C -0.588 -2.408 3.457  C18 1.549, F21 1.333, F22 1.323, F23 1.340
21 F 0.690 -2.237 3.118  C20 1.333
22 F -1.109 -3.464 2.855  C20 1.323
23 F -1.225 -1.306 3.036  C20 1.340
24 H -1.752 0.022 8.377  C15 1.097
25 H -2.442 0.471 6.963  C15 1.090
26 H -0.620 0.284 7.050  C15 1.086
27 H -2.688 -1.941 7.124  C16 1.088
28 H -0.909 -2.215 7.467  C16 1.083
29 C -0.455 4.078 -1.012  C30 1.523, H38 1.088, H39 1.086, H40 1.089
30 C 0.961 3.930 -0.473  C29 1.523, O31 1.437, H41 1.095, H42 1.091
31 O 1.863 5.049 -0.509  C30 1.437, C32 1.325
32 C 1.603 6.028 0.346  O31 1.325, O33 1.200, C34 1.531
33 O 0.607 6.122 1.008  C32 1.200
34 C 2.709 7.075 0.497  C32 1.531, F35 1.337, F36 1.337, F37 1.318
35 F 2.219 8.299 0.277  C34 1.337
36 F 3.061 7.054 1.786  C34 1.337
37 F 3.744 6.889 -0.297  C34 1.318
38 H -0.621 4.753 -1.849  C29 1.088
39 H -1.006 4.460 -0.158  C29 1.086
40 H -0.839 3.101 -1.302  C29 1.089
41 H 1.418 3.151 -1.092  C30 1.095
42 H 1.098 3.447 0.496  C30 1.091
43 C -2.688 -5.091 0.327  C44 1.530, H52 1.090, H53 1.086, H54 1.087
44 C -1.304 -4.536 -0.015  C43 1.530, O45 1.414, H55 1.092, H56 1.093
45 O -0.328 -5.330 0.631  C44 1.414, C46 1.317
46 C 0.944 -4.998 0.556  O45 1.317, O47 1.197, C48 1.544
47 O 1.382 -4.094 -0.095  C46 1.197
48 C 1.864 -6.051 1.212  C46 1.544, F49 1.343, F50 1.311, F51 1.344
49 F 1.147 -6.864 2.003  C48 1.343
50 F 2.541 -6.696 0.293  C48 1.311
51 F 2.727 -5.440 2.043  C48 1.344
52 H -2.770 -5.336 1.386  C43 1.090
53 H -2.825 -5.943 -0.333  C43 1.086
54 H -3.496 -4.385 0.153  C43 1.087
55 H -1.187 -3.504 0.322  C44 1.092
56 H -1.182 -4.579 -1.101  C44 1.093
57 C -2.601 5.532 1.354  O58 1.407, H63 1.087, H64 1.091, H65 1.092
58 O -3.233 4.293 1.561  C57 1.407, C59 1.329
59 C -2.936 3.579 2.642  O58 1.329, O60 1.197, O61 1.323
60 O -2.237 3.922 3.551  C59 1.197
61 O -3.714 2.509 2.610  C59 1.323, C62 1.433
62 C -3.559 1.472 3.586  O61 1.433, H66 1.087, H67 1.084, H68 1.090
63 H -2.727 5.803 0.308  C57 1.087
64 H -1.529 5.455 1.539  C57 1.091
65 H -2.995 6.311 2.010  C57 1.092
66 H -2.617 0.961 3.408  C62 1.087
67 H -4.390 0.787 3.456  C62 1.084
68 H -3.595 1.941 4.569  C62 1.090
69 C -2.158 -3.951 -5.019  O70 1.395, H75 1.092, H76 1.090, H77 1.097
70 O -2.551 -4.498 -3.796  C69 1.395, C71 1.333
71 C -2.140 -5.714 -3.439  O70 1.333, O72 1.195, O73 1.333
72 O -1.130 -6.244 -3.799  C71 1.195
73 O -3.087 -6.288 -2.698  C71 1.333, C74 1.419
74 C -3.112 -7.703 -2.584  O73 1.419, H78 1.094, H79 1.083, H80 1.092
75 H -1.325 -3.248 -4.950  C69 1.092
76 H -2.961 -3.462 -5.570  C69 1.090
77 H -1.806 -4.711 -5.728  C69 1.097
78 H -3.045 -8.131 -3.589  C74 1.094
79 H -4.038 -8.005 -2.112  C74 1.083
80 H -2.243 -8.170 -2.117  C74 1.092
81 C -0.188 1.097 1.217  O82 1.408, H87 1.089, H88 1.091, H89 1.091
82 O -0.422 -0.082 0.483  C81 1.408, C83 1.308
83 C 0.173 -0.272 -0.667  O82 1.308, O84 1.209, O85 1.332
84 O 0.821 0.519 -1.311  C83 1.209
85 O -0.168 -1.464 -1.155  C83 1.332, C86 1.439
86 C 0.574 -1.913 -2.303  O85 1.439, H90 1.087, H91 1.085, H92 1.085
87 H 0.861 1.384 1.266  C81 1.089
88 H -0.462 0.873 2.249  C81 1.091
89 H -0.829 1.927 0.917  C81 1.091
90 H 0.479 -1.185 -3.104  C86 1.087
91 H 0.181 -2.887 -2.576  C86 1.085
92 H 1.622 -2.001 -2.036  C86 1.085
93 C 6.379 -3.327 -0.819  O94 1.436, H99 1.086, H100 1.089, H101 1.090
94 O 5.545 -3.558 -1.965  C93 1.436, C95 1.343
95 C 4.647 -4.536 -1.761  O94 1.343, O96 1.199, O97 1.319
96 O 4.674 -5.369 -0.898  C95 1.199
97 O 3.753 -4.431 -2.726  C95 1.319, C98 1.413
98 C 2.664 -5.326 -2.828  O97 1.413, H102 1.090, H103 1.088, H104 1.088
99 H 5.785 -3.480 0.077  C93 1.086
100 H 6.783 -2.316 -0.827  C93 1.089
101 H 7.251 -3.979 -0.873  C93 1.090
102 H 1.845 -4.929 -2.228  C98 1.090
103 H 2.859 -6.354 -2.528  C98 1.088
104 H 2.302 -5.308 -3.854  C98 1.088
105 C 3.458 1.872 2.547  O106 1.426, H111 1.090, H112 1.084, H113 1.087
106 O 2.297 2.630 2.880  C105 1.426, C107 1.322
107 C 2.463 3.914 3.143  O106 1.322, O108 1.212, O109 1.323
108 O 3.458 4.573 2.938  C107 1.212
109 O 1.443 4.330 3.877  C107 1.323, C110 1.412
110 C 1.449 5.651 4.376  O109 1.412, H114 1.090, H115 1.091, H116 1.086
111 H 4.077 1.595 3.400  C105 1.090
112 H 4.104 2.400 1.855  C105 1.084
113 H 3.144 0.956 2.054  C105 1.087
114 H 1.508 6.334 3.527  C110 1.090
115 H 2.278 5.924 5.030  C110 1.091
116 H 0.534 5.840 4.930  C110 1.086
117 C -2.148 0.459 -3.376  O118 1.433, H123 1.084, H124 1.089, H125 1.092
118 O -3.423 0.355 -4.021  C117 1.433, C119 1.302
119 C -3.464 -0.139 -5.226  O118 1.302, O120 1.204, O121 1.341
120 O -2.585 -0.663 -5.859  C119 1.204
121 O -4.735 -0.064 -5.647  C119 1.341, C122 1.417
122 C -4.945 -0.435 -6.998  O121 1.417, H126 1.092, H127 1.084, H128 1.093
123 H -2.192 0.593 -2.301  C117 1.084
124 H -1.620 1.231 -3.934  C117 1.089
125 H -1.654 -0.502 -3.539  C117 1.092
126 H -4.255 0.127 -7.631  C122 1.092
127 H -5.960 -0.313 -7.358  C122 1.084
128 H -4.653 -1.475 -7.165  C122 1.093
129 C 6.067 4.821 -0.248  O130 1.410, H135 1.088, H136 1.090, H137 1.092
130 O 5.427 3.620 0.122  C129 1.410, C131 1.334
131 C 4.901 2.884 -0.859  O130 1.334, O132 1.197, O133 1.336
132 O 4.776 3.187 -2.010  C131 1.197
133 O 4.498 1.744 -0.293  C131 1.336, C134 1.428
134 C 4.027 0.741 -1.194  O133 1.428, H138 1.095, H139 1.092, H140 1.081
135 H 7.042 4.707 -0.716  C129 1.088
136 H 6.177 5.432 0.649  C129 1.090
137 H 5.423 5.450 -0.866  C129 1.092
138 H 4.777 0.463 -1.941  C134 1.095
139 H 3.300 1.207 -1.863  C134 1.092
140 H 3.657 -0.073 -0.587  C134 1.081
141 C -0.349 2.224 4.992  C142 1.450, H144 1.089, H145 1.089, H146 1.087
142 C 0.324 2.869 6.103  C141 1.450, N143 1.149
143 N 0.896 3.398 6.947  C142 1.149
144 H -0.006 1.198 4.869  C141 1.089
145 H -0.076 2.754 4.081  C141 1.089
146 H -1.395 2.370 5.247  C141 1.087
147 C 4.502 0.106 -5.174  C148 1.437, H150 1.092, H151 1.095, H152 1.087
148 C 3.638 -0.854 -4.546  C147 1.437, N149 1.146
149 N 2.944 -1.623 -4.053  C148 1.146
150 H 5.526 -0.086 -4.848  C147 1.092
151 H 4.255 1.106 -4.803  C147 1.095
152 H 4.470 0.203 -6.256  C147 1.087

## Properties
- Strongest force on any atom: 0.051 Eh/bohr
- Orbital gap: 10.9144 eV
- Lowest unoccupied orbital energy: 0.0169 Ha
- Molecular weight: 1280.96 g/mol
- HOMO: -10.4550 eV
- Multiplicity: 1